Below is a cluster of 7 separate species, C50H37F13N6O14 in total in a non-equilibrium geometry, with properties calculated with the ωB97M-V functional and the def2-TZVPD basis.

**Spin multiplicity**: 1
**Net charge**: 0
**HOMO**: -9.7 eV
**SMILES**: O=C1C=CC(=O)C(CCC(F)(F)C(F)(F)C(F)(F)C(F)(F)C(F)(F)C(F)(F)F)=C1.O=[N+]([O-])c1ccccc1.O=[N+]([O-])c1ccccc1.O=[N+]([O-])c1ccccc1.O=[N+]([O-])c1ccccc1.O=[N+]([O-])c1ccccc1.O=[N+]([O-])c1ccccc1

Geometry (Å):
1 F 4.73477 4.61234 7.64239
2 F 2.74367 5.61629 9.70282
3 F 1.98862 4.77637 5.89655
4 F 1.50548 7.11826 8.00400
5 F 3.13068 7.47649 2.88296
6 F 1.38279 4.51117 8.56274
7 F 4.55693 6.22142 5.43568
8 F 1.14447 6.72199 5.68871
9 F 3.29928 3.04040 7.55551
10 F 3.59730 7.07847 7.78916
11 F 4.29504 5.71744 3.09749
12 F 3.33416 7.92492 5.23060
13 F 4.07581 3.64175 9.40177
14 O -2.09504 2.06031 2.57398
15 O -9.29174 1.47391 -3.71790
16 O 2.25688 2.77461 0.24984
17 O -4.89271 -2.19969 -2.81864
18 O 10.80891 3.74374 2.68779
19 O -4.65844 -3.06275 -4.78069
20 O 1.11355 -1.07215 -2.51437
21 O -10.95735 1.59437 -2.35297
22 O 11.46902 2.48300 4.30888
23 O -3.93531 3.34681 -2.16871
24 O 0.04847 -8.59003 -3.85753
25 O -3.68478 1.77774 -0.71266
26 O 1.26438 -1.94780 -4.47982
27 O -0.16088 -6.99899 -5.29907
28 N 0.11750 -8.14384 -4.98977
29 N 10.64279 3.18775 3.75786
30 N -9.78116 1.74058 -2.63559
31 N -3.61486 2.20953 -1.85054
32 N -4.70821 -3.14290 -3.56643
33 N 1.24284 -2.02239 -3.26358
34 C -0.04106 3.17631 2.83075
35 C 3.68018 4.09319 8.23132
36 C 2.53785 5.12614 8.48578
37 C 9.34950 3.37786 4.43226
38 C 2.25990 6.07861 6.02814
39 C -1.18492 2.94735 0.59283
40 C -2.33701 -0.83714 -3.56110
41 C 0.67653 -8.56991 -7.34970
42 C 7.90654 2.94297 6.28475
43 C 9.13298 2.77842 5.66083
44 C -0.06513 3.12818 -0.04394
45 C 8.37240 4.14316 3.81930
46 C -2.55796 0.92701 -5.18375
47 C 1.08886 3.36205 2.20021
48 C -4.12928 -6.81166 -3.20553
49 C -4.28412 -5.55969 -3.77867
50 C 6.91337 3.70006 5.67732
51 C -4.52530 -4.46966 -2.96057
52 C -6.70828 2.95794 -0.89685
53 C -2.78399 0.01422 -2.56647
54 C 1.36651 -10.75866 -8.06227
55 C 7.14695 4.30174 4.44733
56 C -2.22562 -0.38459 -4.86714
57 C -8.55831 3.03574 0.64381
58 C -4.60683 -4.60231 -1.58507
59 C -8.88957 2.27366 -1.59474
60 C -7.21173 3.23435 0.36750
61 C 1.21315 3.04171 0.73496
62 C 1.39401 -4.74247 -0.71363
63 C 1.52379 -4.46041 -3.47700
64 C 0.85657 -10.36788 -5.74658
65 C 2.27100 3.94530 2.96377
66 C 1.08040 -9.43206 -8.35634
67 C 2.50326 6.37249 7.55490
68 C 1.25728 -11.22491 -6.75878
69 C 1.36484 -3.35630 -2.65792
70 C -7.55064 2.47368 -1.88576
71 C 1.98840 5.47078 3.05817
72 C -3.00888 1.78474 -4.19601
73 C 1.30409 -3.48117 -1.28023
74 C -4.45392 -5.85784 -1.01901
75 C -3.12008 1.31456 -2.89667
76 C -4.21807 -6.96148 -1.82810
77 C 3.34057 6.60327 5.07054
78 C -9.40566 2.55443 -0.34164
79 C 1.61484 -5.71774 -2.90295
80 C 0.56547 -9.05028 -6.05615
81 C -1.21267 2.64368 2.06124
82 C 3.16693 6.30739 3.52989
83 C 1.54622 -5.85998 -1.52438
84 H 1.57340 -4.35458 -4.55117
85 H -10.45281 2.40073 -0.12416
86 H 1.18494 -2.61323 -0.64752
87 H 1.60959 -6.84539 -1.08024
88 H 8.55199 4.61213 2.86255
89 H 0.77250 -10.73331 -4.73319
90 H 1.34180 -4.85516 0.36114
91 H 1.16897 -9.07061 -9.37197
92 H -5.65697 3.11618 -1.11152
93 H -8.94775 3.25337 1.62965
94 H 5.95628 3.82027 6.16176
95 H 7.72319 2.47763 7.24438
96 H 3.15154 3.73289 2.35840
97 H -2.07587 -1.85918 -3.31824
98 H -2.86928 -0.34292 -1.55037
99 H -4.78999 -3.74497 -0.95311
100 H 1.73523 -6.58821 -3.52931
101 H -2.12220 3.01685 0.03875
102 H -3.26953 2.80356 -4.44492
103 H -7.15675 2.25595 -2.86880
104 H 6.37212 4.89261 3.97664
105 H -6.55058 3.60485 1.14102
106 H -3.94222 -7.67236 -3.83347
107 H 1.67481 -11.43194 -8.85203
108 H -1.87966 -1.05602 -5.64241
109 H -4.10383 -7.94206 -1.38352
110 H 1.76894 5.77910 2.03404
111 H 1.48210 -12.25841 -6.53201
112 H -4.52131 -5.97667 0.05415
113 H 9.90317 2.18647 6.13409
114 H 0.00402 3.33439 -1.10367
115 H -2.46788 1.27822 -6.20275
116 H 0.45167 -7.53875 -7.58190
117 H 2.33136 3.46532 3.93816
118 H -0.10924 3.43917 3.88072
119 H 1.05896 5.58634 3.61280
120 H -4.21689 -5.44624 -4.85112

Force components x, y, z for each atom (eV/Å):
0.4 0.9 -0.5
0.6 0.7 0.9
0.5 -0.8 -0.2
-1.1 0.3 0.2
-0.2 1.0 0.0
-1.3 -0.8 -0.8
0.7 -1.0 0.4
-0.7 0.5 -0.3
-0.8 -0.6 -1.1
1.2 0.2 -0.2
0.7 -0.4 0.1
-0.4 1.0 0.2
0.3 -0.3 1.2
-2.3 -1.4 1.2
-0.1 0.1 0.2
2.1 -0.4 -1.0
-0.1 -0.2 -0.1
0.0 -0.1 0.2
0.0 0.0 0.2
0.0 -0.2 -0.1
0.2 0.0 -0.1
-0.2 0.1 -0.1
0.3 -0.2 0.1
0.0 0.1 -0.2
-0.1 0.1 -0.3
0.0 0.0 0.2
0.0 -0.2 0.1
-0.1 0.1 0.1
0.2 0.0 -0.1
-0.1 -0.1 -0.2
0.0 -0.1 -0.1
0.0 0.2 -0.1
-0.1 0.2 -0.1
-1.2 -0.2 -0.1
-0.1 -0.3 0.8
1.0 0.2 -0.1
-0.3 0.0 0.1
-0.2 0.5 0.5
-1.8 0.0 0.1
0.1 0.1 -0.2
0.0 0.2 -0.2
-0.1 0.1 -0.1
0.1 -0.2 0.2
1.9 0.1 -0.2
-0.1 0.1 -0.2
0.0 -0.1 0.1
1.4 0.3 0.3
0.0 0.0 0.1
0.0 -0.1 -0.2
0.0 0.0 -0.1
0.0 -0.3 0.1
0.0 0.0 0.1
0.1 -0.2 0.3
0.0 0.0 0.0
0.0 -0.1 0.1
0.0 0.0 0.0
0.1 0.0 -0.1
0.0 0.1 0.2
0.2 0.1 0.2
0.0 0.0 0.0
-2.0 0.8 0.8
0.0 -0.1 -0.1
0.0 -0.1 -0.2
0.0 -0.2 0.2
-0.4 0.0 -0.9
0.0 -0.1 0.1
-0.2 -0.4 0.1
0.0 0.1 -0.1
0.0 -0.3 0.1
0.2 0.0 -0.1
-0.1 -1.2 -0.3
0.0 0.2 -0.2
0.0 0.1 0.2
0.0 -0.1 -0.1
0.1 -0.2 -0.2
0.0 0.0 0.0
0.3 0.3 -0.5
-0.2 0.0 0.2
0.0 0.1 0.2
0.1 -0.2 -0.2
1.9 1.7 -0.8
-0.9 -0.7 -0.4
0.0 0.0 0.0
0.0 0.1 0.0
0.0 -0.1 -0.2
0.0 0.1 -0.1
0.0 0.0 0.0
0.1 -0.1 0.0
-0.1 0.2 0.0
0.0 0.0 0.0
0.0 0.0 0.0
-0.4 0.1 0.1
0.0 0.0 0.0
0.1 0.0 -0.1
0.0 0.0 0.0
0.2 0.1 0.3
0.0 0.0 0.0
-0.1 0.1 0.0
0.0 0.1 -0.1
0.0 0.0 0.0
0.1 -0.2 0.6
0.0 0.0 0.2
-0.2 0.0 0.0
0.1 0.0 0.0
0.0 0.0 0.0
0.0 0.0 0.0
0.0 0.0 0.0
0.0 0.0 0.0
0.0 0.0 0.0
0.1 0.3 0.1
0.0 0.0 0.0
0.0 0.0 0.0
0.1 0.0 -0.1
0.0 -0.1 -0.1
0.0 0.0 0.0
0.0 0.0 0.2
0.2 0.1 0.0
-0.4 -0.4 0.1
0.2 0.4 0.2
0.0 0.2 0.0

Below is a structure of composition C50H39BrClN6O2S2SbW, with properties calculated with the ωB97M-V functional and the def2-TZVPD basis.

**⟨S²⟩**: 2.1981
**Spin multiplicity**: 3
**Net charge**: +2
**HOMO (alpha / beta)**: -11.9 / -12.5 eV

Geometry (Å):
1 W 0.34672 1.57351 -0.28555
2 Sb 0.38279 -2.53417 -0.14530
3 Br -1.59515 -3.21447 -5.97746
4 Cl -8.04812 1.01086 0.42628
5 S 0.45530 1.61941 2.09132
6 S 1.44820 -0.56231 -0.76587
7 O -1.53013 2.52255 0.03465
8 O -1.38636 0.37701 0.01908
9 N 0.62159 3.60133 -1.02559
10 N 2.41078 1.90320 0.07710
11 N 2.40280 0.96989 4.51294
12 N 2.98207 1.72391 1.20993
13 N 2.92045 1.20075 3.34457
14 N -0.34351 1.57876 -2.45704
15 C -0.54777 1.12312 6.70389
16 C 5.08683 3.09469 -2.96561
17 C 1.70761 -4.30765 -3.87675
18 C -4.18146 -3.26834 1.34999
19 C 0.06461 5.17041 -2.74097
20 C -5.58249 -0.03203 0.18770
21 C 1.44593 -3.41460 -2.84875
22 C 0.56326 0.64289 6.03386
23 C -4.20736 0.06467 0.12074
24 C 0.14228 0.18410 -4.38428
25 C 3.92690 2.40708 -3.28566
26 C -5.73406 2.38096 0.41276
27 C -3.59395 1.31457 0.19648
28 C 2.18833 1.51263 2.27877
29 C 0.43367 -6.00538 -2.74017
30 C 5.37715 3.36543 -1.63473
31 C 4.51390 2.96689 -0.62835
32 C -4.35914 2.47307 0.33914
33 C 1.21427 1.46372 5.11877
34 C 0.17113 -5.12040 -1.70521
35 C -0.12801 -0.91136 -5.19128
36 C 0.78582 2.76522 4.89277
37 C 3.47855 -3.18072 2.82411
38 C -0.64777 0.43630 -3.27025
39 C -1.19524 -1.73753 -4.88064
40 C -0.33297 3.23117 5.56600
41 C -2.55091 -3.29709 -0.41817
42 C -3.25544 -2.67722 2.20211
43 C 1.68523 -4.69357 3.37282
44 C 1.20143 -5.59840 -3.82265
45 C 0.67415 -3.82253 -1.76623
46 C -2.14761 1.40473 0.10049
47 C 1.47313 -3.19307 1.51142
48 C -6.33492 1.12782 0.33650
49 C 1.11456 4.59590 -0.28639
50 C -1.62132 -2.72092 0.44045
51 C 3.34486 2.28358 -0.95530
52 C 0.93941 -4.19847 2.31332
53 C 3.05626 2.00057 -2.28457
54 C -3.83411 -3.57012 0.04054
55 C -1.98489 -1.48496 -3.76739
56 C 1.11281 5.91019 -0.72674
57 C -0.38190 2.73639 -2.99743
58 C -1.00285 2.41418 6.46359
59 C 2.95270 -4.18609 3.62466
60 C -1.97394 -2.40347 1.75073
61 C 2.74040 -2.67851 1.76248
62 C -1.70578 -0.40438 -2.94765
63 C 0.58081 6.20308 -1.96823
64 C 0.09854 3.88510 -2.23930
65 H -0.72364 2.88498 -4.01985
66 H 0.04480 -7.01362 -2.69607
67 H 1.34031 3.41599 4.23091
68 H 1.27838 -5.47686 3.99790
69 H 0.97813 0.83246 -4.61745
70 H 0.48248 -1.11418 -6.06014
71 H 3.14983 -1.88820 1.14466
72 H -0.35542 5.36087 -3.71889
73 H 4.46783 -2.79016 3.02165
74 H -3.60096 -0.82360 0.00663
75 H 3.07873 0.57627 5.15475
76 H 3.70614 2.16782 -4.31793
77 H 1.83878 -2.40564 -2.89383
78 H -3.53051 -2.43821 3.22063
79 H -1.86870 2.78836 6.99223
80 H -2.27610 -3.55647 -1.43319
81 H 2.31128 -3.99687 -4.71913
82 H -4.55373 -4.03354 -0.62141
83 H -1.25189 -1.95612 2.42504
84 H 6.28455 3.89396 -1.37595
85 H -6.07931 -0.98991 0.12761
86 H -3.87151 3.43653 0.39804
87 H 4.74099 3.18310 0.40504
88 H -2.83240 -2.12263 -3.55672
89 H -5.17528 -3.49809 1.71143
90 H -0.05018 -4.60016 2.12619
91 H 2.18732 1.41190 -2.54786
92 H 5.76599 3.41095 -3.74523
93 H -0.66946 4.24596 5.40281
94 H 0.92396 -0.36260 6.21149
95 H -1.05635 0.49090 7.41868
96 H 0.56791 7.21926 -2.33777
97 H -6.34786 3.26268 0.52776
98 H -0.41176 -5.45754 -0.85558
99 H 1.51942 4.32210 0.67872
100 H 3.53487 -4.57761 4.44813
101 H 1.53010 6.68039 -0.09438
102 H -2.32304 -0.21255 -2.08252
103 H 1.40818 -6.29178 -4.62675

Force components x, y, z for each atom (eV/Å):
-0.5 0.0 -0.2
-0.1 0.0 0.0
0.0 0.0 0.0
0.0 0.0 0.0
0.0 -0.1 0.3
0.2 -0.2 -0.2
-0.1 0.1 0.1
-0.2 0.0 0.0
0.0 0.0 -0.1
0.5 0.3 0.1
0.3 0.0 0.0
0.0 0.0 -0.2
-0.3 -0.1 0.1
0.2 0.0 0.2
0.0 0.0 0.0
0.0 0.0 0.0
0.0 0.0 0.0
0.0 0.0 0.0
0.0 0.0 0.0
0.0 0.0 0.0
0.0 0.1 0.0
0.0 0.0 -0.1
0.0 0.0 0.0
-0.1 0.0 0.0
0.0 0.0 0.0
0.0 0.0 0.0
0.0 0.0 0.0
0.2 0.0 0.0
0.0 0.0 0.0
0.0 0.0 0.0
-0.1 0.0 0.0
0.0 0.0 0.0
-0.2 0.0 0.0
0.0 0.0 0.1
0.0 0.0 0.0
0.0 0.0 0.1
0.0 0.0 0.0
-0.1 0.0 -0.1
0.0 0.0 0.0
0.0 0.0 0.0
0.1 0.0 -0.1
0.0 0.0 0.0
0.0 0.0 0.0
0.0 0.0 0.0
0.1 -0.1 0.0
0.0 0.0 0.0
0.0 0.0 0.1
0.0 0.0 0.0
0.0 0.0 0.0
-0.1 0.0 0.1
0.0 0.1 0.0
0.0 0.0 0.0
0.0 -0.1 -0.1
0.0 0.0 0.0
0.0 0.0 0.0
0.0 0.0 0.0
0.0 -0.1 0.0
0.0 0.0 0.0
0.0 0.0 0.0
0.1 0.0 0.0
0.0 0.0 0.0
0.1 0.0 0.0
0.0 0.0 0.0
0.1 0.1 0.1
0.0 -0.1 0.0
0.0 0.0 0.0
0.0 0.0 0.0
0.0 0.0 0.0
0.0 0.0 0.0
0.0 0.0 0.0
0.0 0.0 0.0
0.0 0.0 0.0
0.0 0.0 0.0
0.0 0.0 0.0
0.0 0.1 -0.1
0.0 0.0 0.0
0.0 0.0 0.0
0.0 0.0 0.0
0.0 0.0 0.0
0.0 0.0 0.0
0.0 0.0 0.0
0.0 0.0 0.0
0.0 0.0 0.0
0.0 0.0 0.0
0.0 0.0 0.0
0.0 0.0 0.0
0.0 0.0 0.0
0.0 0.0 0.0
0.0 0.0 0.0
0.0 0.0 0.0
0.0 0.0 0.0
0.0 0.0 0.0
0.0 0.0 0.0
0.0 0.0 0.0
0.0 0.0 0.0
0.0 0.0 0.0
0.0 0.0 0.0
0.0 0.0 0.0
0.0 0.0 0.0
0.0 0.0 0.0
0.0 0.0 0.0
0.0 0.0 0.0
0.0 0.0 0.0

Which value of spin multiplicity does entry 1 give?
1

Which of these has the lowest spin multiplicity?
C50H37F13N6O14

Which value of net charge does entry 2 give?
+2